[1]
C19H28IrN3O2Sb2 as an isolated structure, computed with ωB97M-V/def2-TZVPD.

Positions of all 55 atoms, in Å:
Ir -0.0772 -2.4356 -0.6738
C -0.7669 -2.4831 3.0761
Sb 0.5829 -1.7131 1.6441
C 2.4515 -2.5954 2.0552
C 0.8693 0.3945 1.8287
C -0.3532 1.2767 1.8163
C -1.3724 0.9946 2.7306
C -2.4873 1.8008 2.8658
C -2.5922 2.9458 2.0894
C -1.5755 3.2585 1.2083
C -0.4508 2.4436 1.0417
C 0.6323 2.9507 0.1322
Sb 0.1799 3.1083 -1.9625
C 1.8254 4.0915 -2.8507
C -1.5502 4.3005 -2.2446
H -1.7508 -2.0320 2.9878
H -0.3767 -2.2493 4.0674
H -0.8212 -3.5642 2.9573
H 2.5688 -2.6434 3.1380
H 3.2516 -1.9816 1.6447
H 2.4783 -3.5995 1.6396
H 1.6139 0.6502 1.0775
H 1.3773 0.4582 2.7984
H -1.2621 0.1512 3.4031
H -3.2453 1.5647 3.6004
H -3.4382 3.6100 2.2018
H -1.6304 4.1930 0.6618
H 1.5731 2.4101 0.1789
H 0.8599 3.9933 0.3826
H 1.7927 5.1310 -2.5201
H 1.7348 4.0476 -3.9333
H 2.7461 3.6154 -2.5244
H -1.2797 5.3268 -1.9887
H -2.3562 3.9476 -1.6075
H -1.8483 4.2511 -3.2894
O 1.5900 -3.6065 -0.9020
C 2.2740 -2.6913 -1.4670
C 3.6050 -2.6151 -2.1137
C 3.7144 -1.0920 -2.3531
C 2.4029 -0.4779 -1.8737
O 2.0776 0.6758 -1.8256
N 1.6044 -1.5521 -1.4238
H 3.6004 -3.1962 -3.0385
H 4.3853 -3.0324 -1.4769
H 3.8647 -0.8330 -3.4008
H 4.5342 -0.6399 -1.7944
N -3.0315 -2.4648 0.3801
C -4.2173 -2.8585 -0.0722
C -4.0477 -3.3468 -1.3650
C -2.7076 -3.1991 -1.6270
N -2.0630 -2.6582 -0.5522
H -2.8170 -2.0417 1.2672
H -5.1056 -2.7698 0.5348
H -4.8073 -3.7541 -2.0097
H -2.1590 -3.4649 -2.5192

Atoms 1-2, force components in eV/Å:
-0.078 -0.186 -0.593
0.060 -0.018 0.022

The value obtained for the LUMO energy (spin up / spin down) is -10.49 / -10.56 eV. The spin multiplicity is 2. As for the expectation value of S²: 0.75. Its total charge is +3. The relative energy (zero: lowest compared OMol25 entry of this formula, charge and spin) comes out at 101.1 kJ/mol. The frontier orbital gap (spin up / spin down) comes out at 0.233 / 0.236 hartree.

***

[2]
C3H3CaO2 as an isolated structure at a distorted geometry, computed with ωB97M-V/def2-TZVPD.

Positions of all 9 atoms, in Å:
O 0.2419 1.0210 0.5774
C 1.4313 -2.0605 0.0420
O 2.2032 -1.1869 0.1001
Ca 2.2393 1.0247 0.3865
C -0.6011 -0.0344 0.4305
H -1.0651 -0.3841 1.3609
H -1.6997 1.4319 -0.7410
C -1.3349 0.4079 -0.6338
H -1.4151 -0.2195 -1.5226

Atoms 1-2, force components in eV/Å:
2.097 0.346 2.041
1.366 1.681 0.091

The value obtained for the LUMO energy (spin up / spin down) is -5.35 / -5.34 eV. Its total charge is +1. The relative energy (zero: lowest compared OMol25 entry of this formula, charge and spin) comes out at 237.5 kJ/mol. The frontier orbital gap (spin up / spin down) comes out at 0.207 / 0.215 hartree.

***

[3]
C2H6O3Ru as an isolated structure at a distorted geometry, computed with ωB97M-V/def2-TZVPD.

Positions of all 12 atoms, in Å:
C -0.7797 -1.5399 0.1563
O 0.2617 -0.6195 -0.1722
C -0.0720 0.7053 -0.2894
O 1.0934 1.2454 -0.7683
Ru 2.1049 -0.3762 -1.5559
H -1.1130 -1.3429 1.1813
H -1.6177 -1.4293 -0.5436
H -0.3434 -2.5344 0.0309
H -1.0132 0.9669 -0.7895
O -0.1455 1.6094 1.0368
H 0.4507 1.2095 1.6830
H 1.1737 2.1058 0.0304

Atoms 1-2, force components in eV/Å:
-1.330 -1.414 0.067
0.723 0.815 -0.383

The value obtained for the LUMO energy (spin up / spin down) is -9.11 / -14.57 eV. The spin multiplicity is 7. As for the expectation value of S²: 12.00. Its total charge is +2. The frontier orbital gap (spin up / spin down) comes out at 0.349 / 0.252 hartree.

***

[4]
A 4-piece molecular cluster, C11H27BN5O6 overall at a distorted geometry, computed with ωB97M-V/def2-TZVPD.

Positions of all 50 atoms, in Å:
N 5.9028 -0.0207 6.2275
B 4.9180 1.1340 6.5330
O 5.1095 2.4659 5.8858
N 3.8253 0.8139 7.5418
C 2.4481 1.2163 7.0607
C 1.8751 0.2635 5.8165
O 1.7720 0.7700 4.5813
O 1.5093 -1.1352 6.1445
H 6.5757 -0.0010 7.0500
H 6.4158 0.2048 5.3358
H 4.2578 2.9939 5.8812
H 3.7910 -0.2260 7.6451
H 1.7045 0.9987 7.9685
H 2.3384 2.3717 6.8264
C 0.7094 -0.5645 2.0522
C -0.4886 -0.8902 1.2041
O -1.6264 -0.5490 1.5221
N -0.2865 -1.5869 0.0494
C 0.9584 -2.0738 -0.4944
H 0.3902 -0.0074 2.9377
H 1.1968 -1.4861 2.3812
H 1.4099 0.0567 1.4876
H -1.1407 -1.7672 -0.4655
H 1.0935 -1.6286 -1.4831
H 0.8822 -3.1590 -0.5967
H 1.8137 -1.8267 0.1359
C -3.7426 1.4135 -3.2489
C -4.6741 0.2725 -2.9468
O -5.3058 -0.3062 -3.8290
N -4.8092 -0.1181 -1.6474
C -4.1622 0.4271 -0.4783
H -3.7405 1.6089 -4.3251
H -4.0790 2.3176 -2.7345
H -2.7249 1.1569 -2.9426
H -5.4532 -0.8913 -1.5254
H -3.5953 -0.3751 0.0004
H -4.9385 0.7764 0.2069
H -3.4916 1.2528 -0.7199
C -1.8237 -0.9027 -5.6023
C -1.2962 0.4414 -6.0215
O -1.9451 1.4746 -5.8683
N -0.0569 0.4957 -6.5877
C 0.8537 -0.5924 -6.8515
H -2.8209 -0.7853 -5.1684
H -1.9006 -1.5621 -6.4709
H -1.1680 -1.3430 -4.8463
H 0.2274 1.4346 -6.8426
H 1.7837 -0.3940 -6.3134
H 1.0570 -0.6115 -7.9250
H 0.4516 -1.5573 -6.5400

Atoms 1-2, force components in eV/Å:
0.330 2.617 0.586
-0.294 0.239 -0.039

The value obtained for the LUMO energy is 1.91 eV. Its total charge is -1. The frontier orbital gap comes out at 0.236 hartree.